Below is 14 unconnected molecules or ions with the total composition H28O14, with properties calculated with ωB97M-V with the def2-TZVPD basis set.

XYZ file:
```
42
Properties=species:S:1:pos:R:3:forces:R:3
H 0.9503 0.5252 0.4305 -0.26 -0.41 -0.25
H 0.2282 -0.1534 -0.7219 0.14 0.12 -0.25
H 4.2140 -0.2710 -1.2302 -0.11 -0.16 -0.43
H 3.8583 -1.6009 -0.5861 -0.07 0.08 -0.08
H 1.7339 3.3484 -0.0505 -0.13 0.21 -0.19
H 1.0451 2.0432 -0.4140 -0.52 0.23 -0.55
H -0.0919 -3.7827 0.3688 0.11 -0.10 0.07
H -0.3227 -5.0953 -0.3618 0.08 -0.07 0.04
H 0.8070 -0.5646 4.1780 -0.08 -0.05 0.14
H 1.7484 -1.6738 3.7380 -0.10 -0.13 0.20
H -3.1986 -0.3072 -1.0503 -0.20 0.15 -0.27
H -4.5687 0.3239 -1.2357 0.34 0.02 0.11
H 4.8972 2.2308 -0.1964 0.02 -0.04 -0.04
H 4.8256 0.7179 -0.0694 0.03 0.29 0.57
H 2.2548 0.2690 1.4366 0.41 -0.01 0.24
H 3.0346 -0.9007 2.0142 0.14 0.07 -0.01
H -2.7579 0.8000 0.6141 -0.46 0.08 -0.34
H -3.8747 1.8290 0.6779 0.17 -0.39 -0.27
H -2.0260 -2.7100 -1.6728 -0.14 0.02 -0.18
H -0.7041 -1.9862 -1.8701 0.18 -0.08 -0.44
H -4.0240 -2.8625 1.4117 0.01 0.09 0.08
H -2.5765 -2.6363 1.0074 -0.05 -0.03 0.17
H 1.7130 -1.7756 -4.0287 0.04 0.05 0.23
H 0.3492 -1.1172 -4.1580 -0.11 -0.05 0.12
H -1.9353 2.2079 1.0842 0.23 0.13 0.00
H -2.3884 3.4272 0.2980 0.25 -0.95 -0.21
H -1.7239 4.7620 1.1569 0.32 0.47 0.14
H -1.8395 5.0127 -0.3377 0.31 0.44 -0.18
O 0.1523 0.5847 -0.1067 -0.12 -0.47 0.55
O 3.5998 -1.0102 -1.3025 0.09 -0.14 -0.10
O 1.4129 2.8432 -0.8060 0.78 0.32 0.29
O -0.0480 -4.7379 0.4901 -0.15 0.19 -0.15
O 1.1137 -1.4440 4.4261 0.12 0.15 -0.27
O -3.6721 0.3366 -1.5891 -0.17 -0.54 -1.47
O 5.4520 1.4503 -0.0866 -0.05 -0.06 -0.19
O 3.1073 -0.1772 1.3815 -0.22 -0.04 0.27
O -3.7093 0.8818 0.7449 -0.68 -0.25 2.04
O -1.5829 -2.0817 -2.2542 -0.09 -0.08 0.55
O -3.2334 -2.3708 1.6609 0.08 -0.09 -0.23
O 0.9114 -1.5834 -3.5291 0.07 0.05 -0.16
O -1.8798 2.6131 0.2114 -0.92 -2.71 0.18
O -1.2514 4.6358 0.3264 0.71 3.71 0.27
```
Forces are in eV/Å.

E_LUMO (hartree): -0.0226
Multiplicity: 1
Energy (eV): -29115.8212
Molar mass (g/mol): 252.21
Net charge: 0

---

Below is a molecular structure, H28O14, with properties calculated with ωB97M-V with the def2-TZVPD basis set.

XYZ file:
```
42
Properties=species:S:1:pos:R:3:forces:R:3
H -0.8324 0.3698 0.9340 -0.38 -0.31 -0.31
H -0.5725 -0.1226 -0.4968 -0.22 0.38 0.50
H 3.5126 -0.8721 -0.8936 -0.29 -0.02 -0.22
H 4.8962 -0.6096 -0.2598 -0.42 -0.63 -0.97
H 1.3895 -0.5679 -1.4168 -0.16 -0.75 -0.09
H 2.1803 0.3894 -0.5734 -1.12 0.40 -1.86
H 0.9842 -2.6621 2.6664 -0.80 -0.19 0.32
H 1.4710 -3.6935 1.6185 -0.62 0.82 0.59
H -0.9086 4.5767 -0.3046 0.00 -0.06 -0.36
H -1.3806 3.7241 0.8421 -0.30 -0.14 -1.64
H -4.6966 -1.9381 -0.9304 -0.06 0.76 0.55
H -5.0866 -1.2125 0.3681 -3.11 -0.66 4.02
H -0.9953 1.6247 -1.9275 -0.82 1.43 2.14
H -0.0116 0.5442 -2.2817 0.01 0.79 -0.24
H 3.4357 4.2147 -0.4514 -0.85 -1.36 -0.27
H 3.2373 2.7888 0.0982 0.13 0.13 -0.11
H -0.3125 0.4513 2.8600 0.02 0.18 0.74
H -0.1107 1.5840 1.9914 0.51 1.16 -2.07
H -3.6722 -0.0390 -3.1070 0.93 0.70 -0.41
H -3.1057 -0.1211 -1.5890 -0.24 0.28 -0.87
H -6.3018 0.6510 2.2698 -2.21 1.85 -0.20
H -4.8705 0.4343 2.0356 -0.66 -0.72 0.41
H 0.3098 -3.0544 -1.5952 2.98 1.92 -3.33
H -0.8325 -3.9535 -1.4871 -0.35 -0.21 -0.08
H 3.6677 0.5905 1.0324 0.37 -0.31 -0.23
H 3.3767 1.4676 2.1798 1.48 0.00 -0.62
H 2.4680 -3.4134 -0.2649 0.99 -0.55 -1.04
H 3.4622 -3.0408 0.9366 -0.82 -0.03 -1.22
O -0.6661 0.6852 0.0395 0.06 -0.52 0.16
O 4.4324 -1.1163 -0.9703 1.23 0.54 0.99
O 1.7787 0.2995 -1.4962 1.39 0.02 2.03
O 1.3400 -2.7430 1.7635 -5.93 0.60 7.20
O -1.4466 3.7901 -0.1540 0.29 0.18 1.98
O -4.5585 -1.1725 -0.3446 2.53 -0.59 -2.66
O -0.6487 1.1700 -2.6475 0.60 -1.67 -2.39
O 2.9030 3.3828 -0.5896 0.85 1.26 0.47
O -0.2390 1.4181 2.8954 -0.28 -1.18 1.47
O -3.7583 -0.4131 -2.2424 -0.05 -0.44 -0.53
O -5.6816 -0.0169 2.3700 2.92 -1.15 -0.29
O -0.2340 -3.4043 -0.9843 -2.59 -1.69 3.28
O 4.1248 1.2678 1.5423 -2.00 0.30 0.95
O 2.5663 -2.9112 0.5365 7.00 -0.50 -5.80
```
Forces are in eV/Å.

E_LUMO (hartree): -0.0137
Multiplicity: 1
Energy (eV): -29114.0310
Molar mass (g/mol): 252.21
Net charge: 0

---

Below is 14 unconnected molecules or ions with the total composition H28O14, with properties calculated with ωB97M-V with the def2-TZVPD basis set.

XYZ file:
```
42
Properties=species:S:1:pos:R:3:forces:R:3
O 4.4023 -1.5839 -2.1139 0.70 -0.17 -0.36
H 4.8573 -0.7564 -1.9112 0.35 -0.14 -0.38
H 3.7804 -1.3288 -2.8103 -0.13 -0.19 0.05
O 0.0700 -1.2264 4.0063 0.21 -1.18 -0.80
H 0.6614 -0.7703 4.5938 -0.20 0.43 0.58
H -0.8373 -0.9507 4.1417 0.17 0.44 0.48
O -0.2136 1.8162 -3.1303 -0.18 0.39 0.61
H -1.1583 1.9822 -3.0221 -0.07 -0.17 -0.51
H 0.1392 2.4384 -2.4750 0.36 -0.15 -0.09
O -4.1143 -1.5699 -1.1231 1.03 0.57 0.42
H -3.3229 -2.0618 -0.8575 -0.29 -0.58 -0.27
H -3.9276 -0.7643 -0.6151 -0.63 0.20 0.05
O -3.9966 1.4530 0.5261 0.26 -0.39 -0.35
H -4.9014 1.5108 0.8386 -0.04 0.23 0.11
H -3.5235 2.2387 0.8093 -0.18 0.06 0.18
O -0.2222 2.5508 -0.2107 1.25 0.00 -0.13
H -0.7820 1.8339 -0.5075 -0.61 0.30 0.30
H -0.6484 3.4003 -0.1048 -0.62 -0.22 -0.10
O -1.6597 -3.1195 -3.4990 0.64 0.07 0.37
H -1.3347 -2.3353 -3.0034 -0.51 -0.48 -0.46
H -0.8550 -3.5296 -3.8322 -0.19 -0.18 -0.13
O -0.4350 1.5965 3.8543 -0.80 -0.20 -0.07
H 0.4797 1.4758 3.5805 0.05 0.37 -0.08
H -0.5074 2.0332 4.7050 0.49 0.09 0.00
O 1.7942 1.3262 1.7786 0.22 -1.09 -0.46
H 1.8866 1.3479 0.8108 -0.11 0.93 0.01
H 1.9414 0.3663 1.8007 -0.02 0.06 0.55
O 1.4703 -1.4873 -3.0689 0.16 0.25 -0.06
H 1.1330 -2.3769 -2.9346 -0.06 0.03 0.08
H 0.7101 -0.9355 -3.2926 -0.06 -0.10 -0.10
O 2.8989 -0.0625 -0.7902 0.10 1.07 1.58
H 3.5541 -0.7909 -0.8925 -1.58 0.28 -0.43
H 2.2114 -0.0371 -1.4582 0.34 -0.83 -0.31
O -1.2171 -0.3817 1.5987 -0.25 -0.29 -0.43
H -0.5921 -0.9841 2.0178 0.11 0.12 0.02
H -1.6454 0.0617 2.3350 0.10 0.31 -0.02
O -1.5727 -0.6633 -2.6876 -1.11 1.57 1.74
H -1.2772 0.0203 -2.0659 1.56 -0.04 -0.50
H -2.4615 -0.5967 -2.2766 -0.55 -1.31 -1.10
O 3.4926 0.1800 3.9218 -1.85 0.40 -0.35
H 3.0315 1.0028 3.6732 1.21 0.63 0.06
H 2.6917 -0.3223 3.6910 0.75 -1.10 0.28
```
Forces are in eV/Å.

E_LUMO (hartree): -0.0114
Multiplicity: 1
Energy (eV): -29118.7510
Molar mass (g/mol): 252.21
Net charge: 0

---

Below is 14 unconnected molecules or ions with the total composition H28O14, with properties calculated with ωB97M-V with the def2-TZVPD basis set.

XYZ file:
```
42
Properties=species:S:1:pos:R:3:forces:R:3
H 1.1620 0.0021 -0.2585 -0.30 0.42 -0.55
H -0.1853 0.0231 0.3992 -0.66 -0.22 0.37
H -3.5299 0.3520 -3.1056 -2.70 1.79 -4.14
H -2.7597 0.7043 -1.9885 0.69 0.27 0.55
H -1.3485 2.5853 2.1762 -0.77 0.43 0.57
H -2.6277 3.3733 2.1982 -1.58 1.69 -1.76
H 2.0282 -1.1407 -2.6039 0.13 0.59 -0.33
H 2.8199 -1.1502 -3.9130 -0.13 -0.24 -0.74
H 2.7350 -2.4001 -1.2183 0.87 -0.95 -2.85
H 2.0971 -2.2840 -0.0218 0.53 0.50 0.85
H 0.0905 2.2971 1.1224 0.57 0.89 -2.62
H 0.4386 3.6676 0.8045 0.37 1.82 0.26
H 4.2896 -0.5812 0.5555 0.07 -0.94 0.32
H 4.2375 0.8377 0.2662 0.36 3.36 1.26
H 0.5217 -4.1462 -3.4551 0.62 -0.98 1.99
H 0.7738 -4.0012 -1.9029 -0.24 0.00 -0.23
H -2.1700 3.8038 -0.7260 -0.43 -1.11 2.18
H -2.4393 2.6042 0.3246 0.18 -1.36 -0.52
H -1.2692 -1.4908 2.4449 -0.76 2.72 0.76
H -0.5733 -0.1944 2.9234 -0.81 0.11 -0.01
H 1.9597 0.9162 2.3059 -0.09 -0.21 -0.73
H 1.9623 1.4972 3.6174 0.96 0.72 2.01
H -3.2714 -1.1507 -1.2344 0.86 -2.26 -0.76
H -3.4809 -2.5813 -0.7513 0.52 -0.22 -0.35
H 0.5170 1.6295 -2.0367 0.73 -0.92 -1.17
H 0.8656 1.5641 -3.5610 -0.05 0.65 -0.84
H -1.8920 -1.3307 4.0694 0.02 -0.43 0.00
H -1.1285 -2.3438 4.9311 -0.45 -0.36 -0.86
O 0.2753 0.4106 -0.3413 0.87 -0.91 0.43
O -3.1161 -0.0594 -2.4359 2.05 -0.19 2.71
O -2.0753 2.8954 2.7484 2.27 -2.02 1.86
O 2.8600 -0.8597 -3.0120 0.18 -0.40 0.65
O 2.8938 -1.9091 -0.4514 -2.00 -0.63 2.24
O 0.2024 2.9106 0.3024 -0.15 -2.35 2.28
O 4.1993 0.0353 -0.1560 0.12 -1.43 -1.40
O 0.8361 -4.6366 -2.6251 -0.46 1.00 -1.76
O -2.4100 3.5349 0.2191 -0.36 2.61 -2.13
O -1.4846 -0.5149 2.7326 1.89 -0.07 -3.13
O 1.3582 1.3067 2.9405 -1.04 -0.59 -1.43
O -2.9259 -2.0929 -1.3864 -1.33 0.56 1.99
O 0.9582 1.0883 -2.7532 -0.83 0.53 1.85
O -1.5494 -2.2419 4.0483 0.28 -1.86 3.16
```
Forces are in eV/Å.

E_LUMO (hartree): -0.0117
Multiplicity: 1
Energy (eV): -29115.6861
Molar mass (g/mol): 252.21
Net charge: 0

---

Below is 14 unconnected molecules or ions with the total composition H28O14, with properties calculated with ωB97M-V with the def2-TZVPD basis set.

XYZ file:
```
42
Properties=species:S:1:pos:R:3:forces:R:3
O 1.6601 3.3769 2.6171 -0.54 -0.92 -0.22
H 1.7119 2.4565 2.9207 0.64 0.20 0.28
H 0.7409 3.2667 2.3185 -0.04 0.60 -0.13
O 0.2043 -3.3839 -2.2455 0.66 0.20 -0.78
H 1.0883 -3.2507 -2.6230 0.04 -0.38 0.30
H -0.3200 -2.8806 -2.8988 -0.46 0.11 0.51
O 0.3117 -1.5357 -0.2833 0.01 -0.69 -0.04
H -0.6166 -1.3946 -0.0274 0.02 0.18 -0.10
H 0.3095 -2.2990 -0.9265 -0.14 0.52 0.36
O 3.4080 1.4157 -0.0483 1.04 0.85 0.93
H 3.4157 2.1550 0.5946 -0.42 -0.44 -0.40
H 4.3581 1.2176 -0.1235 -0.54 -0.15 -0.24
O -2.3389 -0.4586 3.4655 -0.23 0.28 0.38
H -2.0884 -1.3219 3.0816 0.14 -0.15 0.39
H -2.5073 -0.5795 4.4189 0.20 -0.16 -0.85
O -1.6859 -1.5664 -3.1541 0.62 -0.24 -0.93
H -1.9829 -1.2485 -2.2943 -0.68 -0.43 0.00
H -2.3181 -2.1242 -3.6373 -0.13 0.60 0.87
O -1.0609 4.0454 -1.1804 0.16 0.50 0.00
H -1.5546 4.2057 -0.3706 -0.22 0.00 0.08
H -0.1687 4.3300 -0.9440 0.00 -0.03 -0.17
O -2.2906 -0.6665 -0.1679 -0.53 -1.00 -0.10
H -1.9119 0.1443 -0.5835 -0.33 0.56 0.88
H -3.0863 -0.5228 0.3799 0.80 0.42 -0.60
O 1.5963 0.2884 -1.6986 -0.12 0.44 1.31
H 2.1424 0.9157 -1.1659 -0.01 -0.44 -0.84
H 1.2668 -0.2930 -0.9660 -0.06 0.00 -0.90
O 1.1276 -2.1901 2.2299 0.70 -0.15 -0.54
H 1.1325 -1.7167 1.3608 -0.31 -0.41 0.52
H 1.6928 -2.9586 2.0513 -0.09 0.29 0.21
O -0.8638 2.0594 2.9107 0.32 0.54 -0.27
H -1.3187 1.2202 2.7935 -0.24 -0.39 0.22
H -1.1277 2.4027 3.7665 -0.11 -0.16 0.10
O -1.4681 -2.9231 2.3202 -0.06 0.10 -0.30
H -1.7118 -2.6481 1.4245 -0.01 -0.22 0.15
H -0.4825 -2.8955 2.3049 -0.35 0.33 0.12
O 2.4891 -0.0694 -4.4207 0.12 -0.44 -0.30
H 2.2301 0.8261 -4.6558 -0.19 -0.14 0.28
H 1.9272 -0.3645 -3.6876 0.18 0.68 0.00
O -0.8316 1.4706 -0.6079 0.32 0.42 -1.31
H -0.9943 2.3226 -1.0837 -0.35 -0.32 0.76
H -0.0834 1.1724 -1.1646 0.17 -0.55 0.36
```
Forces are in eV/Å.

E_LUMO (hartree): 0.0076
Multiplicity: 1
Energy (eV): -29121.1781
Molar mass (g/mol): 252.21
Net charge: 0

---

Below is 14 unconnected molecules or ions with the total composition H28O14, with properties calculated with ωB97M-V with the def2-TZVPD basis set.

XYZ file:
```
42
Properties=species:S:1:pos:R:3:forces:R:3
H -0.3912 -0.0458 0.1109 0.34 -0.28 0.57
H 0.7898 -0.7482 -0.5126 -0.06 -0.43 -0.06
H 0.1163 0.3203 3.5479 -0.95 1.22 1.19
H 1.3397 -0.6375 3.6797 -0.88 0.35 -0.18
H 3.0526 -1.6372 -1.4567 -0.24 -0.62 0.16
H 1.5884 -1.8181 -1.9586 2.35 -1.98 0.98
H -3.5202 0.2010 -0.7354 0.31 -3.53 -1.20
H -3.3422 1.6233 -1.4161 0.12 -0.70 0.66
H -0.8597 4.1235 -1.4460 0.52 0.32 0.99
H -0.6341 5.6206 -2.1388 -0.61 -2.76 0.52
H -2.6804 0.5912 0.8078 0.55 -0.04 0.31
H -3.0101 -0.1508 1.9999 -2.41 -1.03 2.60
H 3.3816 2.6692 -0.1200 -0.17 0.11 -0.29
H 2.0504 2.0317 -0.4639 -0.16 0.28 0.26
H -1.2112 -3.5624 -1.2276 0.78 -0.08 1.27
H -2.1105 -3.3716 -2.3499 1.48 -1.19 -0.17
H 5.4307 1.9677 -1.7237 1.91 0.34 -1.04
H 4.4331 0.7581 -1.5594 0.80 3.00 0.65
H -4.1970 0.1511 -2.2602 -0.19 -2.37 -0.03
H -4.9376 -1.0375 -1.5691 0.76 0.11 -0.69
H 1.9063 1.1887 2.2155 -0.57 0.14 -0.65
H 2.0314 0.5683 0.8500 0.11 -0.92 -0.38
H -3.6815 1.0641 2.8184 3.22 0.69 2.14
H -4.6230 0.2833 2.1564 -1.14 0.27 -0.34
H 1.5761 -4.0141 0.8652 -0.60 0.14 0.67
H 1.3586 -4.0391 -0.5482 -1.51 0.06 0.81
H 3.7558 0.2706 1.4503 -0.27 -2.72 -0.53
H 4.3952 -1.1176 1.6043 1.34 -0.82 0.55
O 0.4215 -0.5285 0.3477 -1.45 -1.37 -2.13
O 0.6256 -0.3106 3.0967 1.38 -2.46 0.41
O 2.4034 -2.3551 -1.5830 -2.04 2.43 -1.30
O -3.5108 1.0975 -0.6115 0.04 5.28 0.85
O -0.9444 4.6541 -2.2248 0.12 2.40 -1.48
O -2.3243 -0.0805 1.4269 2.88 0.54 -2.90
O 2.4677 2.8881 -0.3344 -0.03 0.56 -0.17
O -1.2856 -3.9003 -2.1102 -2.16 1.35 -1.02
O 4.6303 1.7473 -1.3147 -2.13 -3.63 0.28
O -4.1119 -0.8391 -2.0709 -1.22 1.20 -0.21
O 1.4262 1.0634 1.3719 1.46 3.20 1.75
O -4.4703 1.2068 2.3952 -3.02 -0.33 -1.25
O 0.8011 -4.0656 0.2869 1.96 -0.20 -1.50
O 3.6206 -0.7341 1.2466 -0.59 3.46 -0.09
```
Forces are in eV/Å.

E_LUMO (hartree): -0.0070
Multiplicity: 1
Energy (eV): -29114.7197
Molar mass (g/mol): 252.21
Net charge: 0

---

no.,gap between HOMO and LUMO (eV)
1,9.02
2,9.13
3,10.63
4,10.27
5,10.81
6,8.68